Record 1
Entry from the Open Molecules 2025 dataset: 11 unconnected molecules or ions with the total composition C58H51N11O18 (the ωB97M-V functional and the def2-TZVPD basis).

The geometry in ORCA input format:
```
! RIJCOSX wB97M-V def2-TZVPD def2/J DEFGRID3
* xyz 0 1
O 2.32 -3.53 -1.20
N 1.88 -2.87 -2.13
O 2.31 -3.10 -3.27
C 1.04 -1.69 -1.84
C 0.65 -1.40 -0.51
C -0.18 -0.32 -0.20
C -0.62 0.55 -1.22
C -0.30 0.23 -2.53
C 0.49 -0.86 -2.86
H 0.97 -1.93 0.37
H -0.40 -0.22 0.85
H -1.28 1.34 -0.88
H -0.76 0.75 -3.36
H 0.71 -1.06 -3.90
O -9.50 12.01 -3.49
N -9.31 10.77 -3.48
O -9.99 9.99 -4.07
C -8.01 10.35 -2.93
C -7.36 11.11 -1.99
C -6.26 10.62 -1.30
C -5.67 9.47 -1.71
C -6.21 8.80 -2.80
C -7.37 9.16 -3.40
H -7.78 12.03 -1.62
H -5.80 11.15 -0.48
H -4.72 9.14 -1.31
H -5.71 7.95 -3.24
H -7.74 8.63 -4.25
O 1.58 1.18 -10.52
N 2.30 1.73 -9.67
O 3.43 1.31 -9.37
C 1.79 3.01 -9.02
C 2.59 3.71 -8.05
C 2.14 4.93 -7.53
C 0.91 5.42 -7.99
C 0.10 4.72 -8.86
C 0.54 3.53 -9.38
H 3.63 3.46 -7.89
H 2.82 5.43 -6.85
H 0.65 6.43 -7.72
H -0.79 5.16 -9.28
H -0.04 3.07 -10.17
O 8.24 7.88 2.14
N 8.10 7.42 3.26
O 8.78 7.75 4.24
C 7.08 6.33 3.39
C 6.88 5.76 4.66
C 5.96 4.82 4.83
C 5.11 4.33 3.79
C 5.33 4.83 2.50
C 6.29 5.89 2.28
H 7.55 6.00 5.47
H 5.86 4.36 5.81
H 4.45 3.52 4.08
H 4.84 4.31 1.69
H 6.51 6.18 1.27
O 2.17 -2.87 8.82
N 1.65 -1.78 8.59
O 0.86 -1.59 7.68
C 1.81 -0.68 9.56
C 2.87 -0.63 10.48
C 2.98 0.51 11.29
C 2.05 1.58 11.16
C 0.97 1.51 10.27
C 0.87 0.38 9.46
H 3.49 -1.49 10.68
H 3.79 0.51 12.00
H 2.13 2.43 11.81
H 0.24 2.29 10.12
H 0.01 0.27 8.81
O 9.98 -10.45 -5.20
N 9.66 -9.50 -4.53
O 9.27 -8.54 -5.14
C 9.70 -9.49 -3.04
C 9.25 -8.38 -2.27
C 9.23 -8.37 -0.91
C 9.74 -9.51 -0.20
C 10.26 -10.57 -0.91
C 10.27 -10.55 -2.32
H 8.87 -7.56 -2.85
H 8.80 -7.52 -0.40
H 9.55 -9.57 0.86
H 10.77 -11.39 -0.43
H 10.83 -11.38 -2.71
O -0.71 -7.46 -14.23
N 0.03 -8.41 -13.88
O 0.16 -9.48 -14.49
C 0.88 -8.21 -12.71
C 0.77 -7.01 -11.96
C 1.64 -6.80 -10.85
C 2.50 -7.84 -10.52
C 2.62 -9.03 -11.14
C 1.72 -9.22 -12.27
H 0.08 -6.24 -12.28
H 1.54 -5.87 -10.31
H 3.11 -7.67 -9.64
H 3.22 -9.76 -10.63
H 1.72 -10.21 -12.72
O -11.11 0.81 8.10
N -10.50 0.23 7.23
O -9.98 -0.86 7.44
C -10.06 0.95 6.01
C -10.85 2.05 5.60
C -10.51 2.70 4.41
C -9.42 2.28 3.66
C -8.66 1.17 4.08
C -8.98 0.54 5.22
H -11.67 2.47 6.16
H -11.09 3.53 4.02
H -9.12 2.92 2.85
H -7.79 0.89 3.51
H -8.38 -0.30 5.53
O -4.88 4.44 5.98
N -5.28 5.53 5.57
O -4.77 6.07 4.64
C -6.23 6.27 6.45
C -6.58 5.73 7.70
C -7.63 6.29 8.43
C -8.24 7.44 7.94
C -7.81 8.08 6.76
C -6.83 7.45 6.02
H -6.19 4.75 7.93
H -8.07 5.73 9.24
H -9.05 7.89 8.50
H -8.34 8.95 6.41
H -6.55 7.84 5.06
C 4.23 -11.46 -1.16
C 2.90 -11.67 -1.70
N 1.86 -11.79 -2.19
H 4.94 -11.75 -1.93
H 4.28 -11.94 -0.18
H 4.33 -10.39 -1.00
C 2.18 -9.22 3.97
C 2.01 -9.98 5.21
N 1.88 -10.55 6.19
H 1.47 -9.62 3.25
H 3.24 -9.29 3.73
H 1.90 -8.17 4.03
*
```

Results
Relative energy (zero: lowest compared OMol25 entry of this formula, charge and spin): 112.9 kcal/mol
Kohn-Sham gap: 0.3246 hartree
SMILES string: O=[N+]([O-])c1ccccc1.O=[N+]([O-])c1ccccc1.O=[N+]([O-])c1ccccc1.O=[N+]([O-])c1ccccc1.O=[N+]([O-])c1ccccc1.O=[N+]([O-])c1ccccc1.O=[N+]([O-])c1ccccc1.O=[N+]([O-])c1ccccc1.O=[N+]([O-])c1ccccc1.CC#N.CC#N
LUMO level: -0.0346 Ha
E_HOMO: -9.77 eV

Here are the Löwdin charges for atoms 1 to 99, given in e: 0.062 -0.336 0.060 -0.109 -0.007 -0.066 -0.060 -0.084 0.000 0.112 0.104 0.104 0.106 0.115 0.047 -0.342 0.105 -0.126 -0.009 -0.077 -0.076 -0.091 -0.005 0.121 0.112 0.111 0.110 0.120 0.054 -0.317 0.054 -0.094 0.003 -0.063 -0.081 -0.083 -0.021 0.110 0.105 0.105 0.111 0.117 0.072 -0.334 0.057 -0.113 -0.043 -0.090 -0.051 -0.057 0.027 0.120 0.106 0.101 0.097 0.107 0.072 -0.345 0.059 -0.129 -0.001 -0.060 -0.066 -0.063 -0.001 0.115 0.102 0.100 0.106 0.112 0.071 -0.362 0.076 -0.105 -0.025 -0.065 -0.056 -0.076 -0.001 0.115 0.107 0.102 0.105 0.116 0.056 -0.318 0.057 -0.155 0.018 -0.046 -0.126 -0.048 0.024 0.109 0.105 0.107 0.108 0.110 0.073

Record 2
Entry from the Open Molecules 2025 dataset: a molecular structure, C58H53CdFGeN4O4P3 (the ωB97M-V functional and the def2-TZVPD basis).

The geometry in ORCA input format:
```
! RIJCOSX wB97M-V def2-TZVPD def2/J DEFGRID3
* xyz 3 1
Cd -0.27 0.03 -0.21
F 4.11 -0.08 3.35
Ge 2.72 -0.10 2.26
C 3.89 -0.40 0.60
C 5.25 -0.45 0.93
C 6.22 -0.80 0.02
C 5.86 -1.13 -1.28
C 4.53 -1.07 -1.63
C 3.54 -0.70 -0.71
P 1.89 -0.65 -1.50
C 1.92 -2.29 -2.31
C 2.38 -3.36 -1.53
C 2.45 -4.63 -2.06
C 2.07 -4.86 -3.37
C 1.61 -3.81 -4.15
C 1.53 -2.53 -3.62
C 2.16 0.58 -2.83
C 1.21 0.70 -3.85
C 1.43 1.58 -4.91
C 2.58 2.35 -4.95
C 3.49 2.27 -3.91
C 3.28 1.41 -2.85
C 2.07 1.72 2.95
C 2.79 2.15 4.06
C 2.64 3.41 4.60
C 1.74 4.30 4.04
C 0.98 3.89 2.96
C 1.12 2.60 2.43
P 0.00 2.31 1.02
C 0.54 3.68 -0.06
C -0.24 4.78 -0.38
C 0.26 5.77 -1.22
C 1.55 5.67 -1.72
C 2.34 4.57 -1.39
C 1.84 3.58 -0.57
C -1.66 2.79 1.62
C -2.66 2.92 0.66
C -3.96 3.21 1.03
C -4.28 3.35 2.37
C -3.29 3.21 3.33
C -1.99 2.93 2.97
C 1.97 -1.78 3.13
C 2.88 -2.43 3.97
C 2.46 -3.43 4.83
C 1.13 -3.80 4.89
C 0.23 -3.21 4.02
C 0.65 -2.21 3.13
P -0.64 -1.61 1.99
C -1.94 -1.18 3.19
C -3.11 -1.90 3.37
C -3.98 -1.55 4.39
C -3.68 -0.49 5.23
C -2.51 0.23 5.06
C -1.64 -0.11 4.04
C -1.20 -3.18 1.27
C -0.34 -4.26 1.17
C -0.71 -5.39 0.44
C -1.99 -5.50 -0.11
C -2.86 -4.45 -0.02
C -2.41 -3.23 0.52
H 5.57 -0.20 1.93
H 7.26 -0.83 0.32
H 6.60 -1.42 -2.01
H 4.24 -1.31 -2.65
H 2.71 -3.18 -0.51
H 2.82 -5.45 -1.45
H 2.14 -5.85 -3.79
H 1.31 -3.98 -5.17
H 1.20 -1.72 -4.25
H 0.31 0.10 -3.82
H 0.71 1.65 -5.71
H 2.77 3.00 -5.79
H 4.39 2.88 -3.93
H 4.00 1.37 -2.05
H 3.52 1.49 4.52
H 3.24 3.71 5.45
H 1.63 5.31 4.42
H 0.26 4.57 2.52
H -1.24 4.88 0.02
H -0.35 6.62 -1.47
H 1.95 6.44 -2.36
H 3.35 4.50 -1.77
H 2.45 2.72 -0.30
H -2.39 2.78 -0.38
H -4.73 3.32 0.27
H -5.30 3.58 2.66
H -3.54 3.34 4.38
H -1.23 2.85 3.73
H 3.92 -2.15 3.96
H 3.18 -3.91 5.48
H 0.78 -4.54 5.60
H -0.81 -3.50 4.03
H -3.34 -2.75 2.74
H -4.89 -2.12 4.54
H -4.35 -0.24 6.04
H -2.27 1.05 5.73
H -0.71 0.43 3.90
H 0.63 -4.24 1.65
H -0.02 -6.21 0.35
H -2.29 -6.43 -0.58
H -3.86 -4.51 -0.44
H -3.10 -2.40 0.59
O -0.78 2.14 -2.24
H -0.15 2.86 -2.08
H -0.76 1.99 -3.19
O -2.79 -0.01 0.51
H -3.19 0.31 1.34
H -3.45 0.11 -0.18
O -0.42 -3.15 -1.57
N -1.23 -2.42 -1.25
C -4.96 0.42 -5.53
N -4.17 -0.13 -4.45
C -3.87 -1.53 -4.30
C -2.98 -1.49 -3.07
O -2.51 -2.54 -2.57
N -2.84 -0.25 -2.63
C -3.58 0.54 -3.46
N -3.72 1.84 -3.26
H -4.92 -0.27 -6.38
H -4.55 1.37 -5.86
H -6.00 0.55 -5.24
H -3.35 -1.94 -5.18
H -4.76 -2.13 -4.12
H -3.14 2.28 -2.56
H -4.31 2.40 -3.84
*
```

Results
Relative energy (zero: lowest compared OMol25 entry of this formula, charge and spin): 0.0 kcal/mol
Kohn-Sham gap: 0.2398 hartree
LUMO level: -0.3225 Ha
E_HOMO: -15.30 eV

Here are the Löwdin charges for atoms 1 to 99, given in e: 1.098 -0.308 1.032 -0.232 -0.084 -0.026 -0.029 -0.113 -0.424 1.009 -0.418 -0.112 -0.050 -0.039 -0.047 -0.087 -0.368 -0.161 -0.065 -0.039 -0.049 -0.090 -0.236 -0.085 -0.028 -0.032 -0.100 -0.407 0.996 -0.405 -0.085 -0.046 -0.043 -0.055 -0.108 -0.384 -0.162 -0.068 -0.044 -0.047 -0.090 -0.247 -0.083 -0.031 -0.034 -0.093 -0.418 1.015 -0.388 -0.083 -0.045 -0.044 -0.062 -0.107 -0.384 -0.080 -0.016 -0.036 -0.042 -0.159 0.101 0.125 0.124 0.120 0.112 0.120 0.121 0.119 0.089 0.088 0.116 0.121 0.122 0.108 0.101 0.124 0.123 0.114 0.105 0.119 0.120 0.112 0.098 0.072 0.112 0.120 0.120 0.103 0.105 0.123 0.123 0.117 0.098 0.119 0.119 0.118 0.096 0.113 0.125

Record 3
Entry from the Open Molecules 2025 dataset: a molecular structure, C58H54F3N8OPS5Se3Sr (the ωB97M-V functional and the def2-TZVPD basis).

The geometry in ORCA input format:
```
! RIJCOSX wB97M-V def2-TZVPD def2/J DEFGRID3
* xyz -2 1
Sr -0.67 -0.08 -0.11
C 1.08 -12.24 7.31
O 1.94 -11.81 6.28
C 1.69 -10.59 5.73
C 2.55 -10.19 4.70
C 2.37 -8.97 4.09
C 1.33 -8.12 4.46
C 0.49 -8.52 5.49
C 0.66 -9.75 6.12
C 1.11 -6.82 3.83
N 0.27 -5.91 4.26
C 0.36 -4.87 3.36
C 1.27 -5.17 2.37
N 1.75 -6.42 2.69
C 1.60 -4.28 1.30
C 2.59 -4.50 0.35
C 2.85 -3.53 -0.59
C 2.07 -2.37 -0.58
N 1.10 -2.16 0.29
C 0.87 -3.07 1.24
C -0.11 -2.74 2.28
N -0.75 -1.57 2.17
C -1.63 -1.23 3.10
C -1.91 -2.04 4.20
C -1.27 -3.24 4.33
C -0.35 -3.62 3.35
H 1.44 -13.22 7.61
H 0.05 -12.32 6.97
H 1.12 -11.57 8.17
H 3.35 -10.86 4.42
H 3.06 -8.68 3.30
H -0.31 -7.86 5.78
H -0.03 -10.03 6.91
H 2.39 -6.97 2.14
H 3.17 -5.41 0.36
H 3.63 -3.65 -1.33
H 2.25 -1.57 -1.30
H -2.13 -0.28 2.96
H -2.64 -1.71 4.93
H -1.46 -3.91 5.16
S -6.75 2.85 4.12
C -5.49 2.27 3.20
S -3.90 2.90 3.23
C -3.14 1.86 2.02
C -3.98 0.95 1.46
S -3.64 -0.26 0.26
S -5.63 1.00 2.06
S -1.45 2.14 1.74
Se 2.11 3.03 -0.04
P 2.85 2.17 1.77
Se 2.36 0.13 2.20
C 2.34 3.26 3.15
C 1.27 2.91 3.95
C 0.82 3.78 4.93
C 1.46 5.00 5.12
C 2.53 5.35 4.32
C 2.97 4.49 3.33
C 4.68 2.31 1.84
C 5.34 2.04 3.03
C 6.72 2.10 3.11
C 7.46 2.43 1.98
C 6.81 2.70 0.78
C 5.43 2.65 0.71
H 0.77 1.96 3.78
H -0.04 3.52 5.53
H 1.10 5.68 5.89
H 3.03 6.31 4.46
H 3.80 4.78 2.69
H 4.76 1.76 3.90
H 7.22 1.89 4.04
H 8.55 2.47 2.03
H 7.39 2.95 -0.10
H 4.91 2.86 -0.21
C -3.14 -6.39 -3.27
C -2.77 -5.26 -2.34
C -3.24 -5.25 -1.03
C -2.83 -4.23 -0.17
C -3.28 -4.21 1.27
C -2.01 -3.24 -0.65
C -1.60 -3.11 -2.01
C -1.96 -4.24 -2.81
N -0.94 -2.00 -2.36
C -0.45 -1.85 -3.73
C 0.72 -2.81 -4.01
C -1.52 -1.99 -4.85
C 0.07 -0.42 -3.85
H -3.74 -7.14 -2.75
H -2.26 -6.88 -3.67
H -3.72 -6.02 -4.12
H -3.90 -6.04 -0.68
H -4.15 -4.85 1.41
H -3.54 -3.19 1.57
H -2.49 -4.57 1.93
H -1.62 -2.50 0.05
H -1.62 -4.31 -3.84
H 0.41 -3.84 -3.84
H 1.53 -2.58 -3.32
H 1.08 -2.71 -5.04
H -1.73 -3.01 -5.14
H -1.17 -1.47 -5.74
H -2.46 -1.53 -4.52
H 0.83 -0.21 -3.09
H -0.76 0.28 -3.73
H 0.52 -0.26 -4.84
C 4.61 -1.89 -3.89
N 3.88 -1.03 -4.79
C 3.51 -1.35 -6.08
C 2.79 -0.31 -6.55
N 2.73 0.63 -5.54
C 2.02 1.89 -5.60
C 3.39 0.19 -4.44
Se 3.51 1.06 -2.83
H 5.27 -2.53 -4.47
H 3.93 -2.51 -3.30
H 5.19 -1.27 -3.21
H 3.77 -2.28 -6.54
H 2.31 -0.16 -7.50
H 1.81 2.12 -6.64
H 2.64 2.67 -5.16
H 1.09 1.83 -5.03
F -3.00 4.13 -5.96
C -2.39 4.76 -4.94
F -3.28 5.66 -4.47
F -1.37 5.46 -5.47
C -1.95 3.80 -3.88
C -2.89 3.03 -3.22
C -2.46 2.14 -2.25
N -1.17 1.98 -1.95
C -0.26 2.73 -2.58
C -0.61 3.65 -3.56
H -3.95 3.12 -3.44
H -3.15 1.52 -1.69
H 0.77 2.56 -2.32
H 0.16 4.25 -4.04
*
```

Results
Relative energy (zero: lowest compared OMol25 entry of this formula, charge and spin): 0.0 kcal/mol
Kohn-Sham gap: 0.1555 hartree
LUMO level: 0.1034 Ha
E_HOMO: -1.42 eV

Here are the Löwdin charges for atoms 1 to 99, given in e: 0.939 -0.096 -0.090 -0.286 -0.009 -0.028 -0.152 -0.013 -0.016 -0.280 0.191 -0.165 -0.124 0.177 -0.069 -0.005 -0.039 -0.138 0.030 -0.161 -0.173 0.048 -0.114 -0.021 -0.005 -0.095 0.088 0.094 0.093 0.116 0.105 0.114 0.100 0.142 0.106 0.091 0.086 0.065 0.109 0.112 0.359 -1.563 0.851 -1.208 -1.192 0.409 0.847 0.382 0.198 0.033 0.235 -0.407 -0.129 -0.082 -0.108 -0.104 -0.105 -0.412 -0.110 -0.101 -0.116 -0.097 -0.112 0.040 0.102 0.090 0.090 0.104 0.102 0.092 0.088 0.094 0.040 -0.078 -0.311 -0.066 -0.280 -0.043 -0.057 -0.313 -0.028 0.005 -0.633 -0.041 -0.053 -0.079 0.059 0.067 0.069 0.090 0.069 0.059 0.064 0.021 0.069 0.067 0.048 0.068 0.051

Number 1: energy -4196.3820 a.u.. Number 2: energy -6129.7217 a.u.. Number 3: energy -12623.1357 a.u..